Computed, not measured: a cluster of 5 separate species, C29H31F5NS in total, with ωB97M-V/def2-TZVPD.

XYZ file:
```
67
Properties=species:S:1:pos:R:3:forces:R:3
H -0.151 -3.559 2.695 0.01 0.00 0.00
C 3.250 3.982 -5.714 0.01 0.03 0.02
H -1.286 -0.403 5.391 0.01 0.00 0.01
H 0.615 -4.321 -0.439 0.00 0.00 0.00
C -1.214 -1.450 5.128 -0.01 -0.04 -0.02
C 0.659 -4.724 -1.443 0.01 -0.01 -0.02
H -1.982 5.514 3.915 -0.01 0.00 0.00
H 0.578 -0.849 -1.533 -0.01 -0.04 0.16
H -0.260 5.997 5.651 0.00 0.00 0.00
H -2.122 2.781 0.436 -0.08 -0.03 -0.07
H 2.531 1.074 -7.293 0.01 0.00 0.00
H -1.014 -5.223 4.310 0.00 0.00 0.00
H 4.148 2.941 -7.357 0.00 0.00 0.00
H 3.955 4.802 -5.744 0.00 0.00 -0.01
C -0.588 -3.232 3.629 -0.01 0.00 0.00
C -1.070 -4.166 4.536 -0.01 -0.03 0.00
H -0.283 -3.024 -2.352 -0.06 -0.03 0.02
C 0.512 3.996 5.664 -0.01 0.00 -0.01
C -2.047 0.605 0.185 -0.14 -0.05 0.12
H 1.702 -7.478 -3.143 0.00 0.00 0.00
H -1.366 2.224 -1.831 0.05 0.11 -0.05
H -0.180 -3.964 -4.655 -0.01 0.00 0.00
C -1.414 1.980 0.246 0.21 0.09 -0.06
C -0.339 5.004 5.231 -0.02 0.04 0.00
H 1.254 4.205 6.422 0.00 0.00 0.00
H 2.125 4.797 -4.053 0.00 0.00 0.00
C -1.020 -0.466 -0.135 -0.02 0.00 0.04
C 2.237 3.990 -4.764 0.03 -0.03 -0.05
C 0.157 -4.001 -2.515 0.02 0.06 0.01
C 2.450 1.887 -6.585 -0.02 -0.03 -0.01
H -0.672 1.449 3.749 0.00 0.00 -0.01
C 1.428 1.873 -5.644 0.07 0.03 -0.02
C -0.661 -1.879 3.929 0.00 0.07 0.01
F 0.820 -6.261 -5.233 0.00 0.00 0.01
C -1.302 4.750 4.263 0.06 -0.03 0.03
C 1.216 -5.977 -1.663 0.01 -0.02 0.01
S -1.250 -0.453 -2.897 0.15 0.08 -0.12
C 0.404 2.719 5.133 0.00 -0.03 -0.01
H -2.006 -4.464 6.465 0.00 0.00 0.00
C -0.247 -0.144 -1.412 0.03 -0.05 -0.03
H -1.481 -1.450 -0.200 0.02 -0.01 0.02
C -1.625 -3.758 5.741 0.02 0.03 -0.03
H -2.494 0.399 1.157 -0.02 -0.03 -0.01
C 1.275 -6.506 -2.944 -0.01 0.04 0.02
H 1.058 1.929 5.476 0.00 0.00 0.00
C -1.684 -2.404 6.008 -0.03 0.02 0.06
H -0.281 -1.149 3.226 0.02 -0.02 0.00
H 1.005 1.266 -0.407 0.05 0.01 -0.03
F -2.221 -1.996 7.173 0.01 -0.01 -0.01
H -2.852 0.561 -0.552 -0.01 0.05 0.01
C 3.357 2.937 -6.620 -0.01 0.00 0.01
H 1.609 -6.550 -0.834 0.00 0.00 0.00
H -0.642 2.018 1.014 -0.04 0.05 0.04
H 0.703 1.071 -5.594 -0.01 0.00 0.00
H 0.955 1.531 -2.161 -0.12 -0.04 -0.10
C 0.373 1.238 -1.295 0.18 -0.03 0.08
H -0.303 3.198 -1.068 0.04 -0.03 0.04
N -0.700 2.259 -1.056 -0.04 -0.08 -0.04
C -0.553 2.442 4.164 0.03 0.05 0.05
H -1.975 0.672 -2.898 -0.13 -0.01 0.00
C -1.377 3.471 3.757 -0.06 -0.10 -0.10
C 1.360 2.929 -4.764 -0.08 -0.05 0.05
F -2.311 3.200 2.799 -0.01 0.01 0.02
F -0.094 -0.491 0.916 0.02 0.00 -0.11
F 0.354 2.915 -3.824 -0.09 0.10 0.09
C 0.767 -5.757 -3.987 0.00 -0.02 -0.07
C 0.206 -4.508 -3.804 0.02 -0.02 0.04
```
Forces are in eV/Å.

As for the total charge: +1. Its LUMO energy is -2.99 eV. The HOMO-LUMO gap is 8.171 eV.

Mulliken atomic charge list, values in e, 2 entries: H 0.5163; C -0.3256

***

Computed, not measured: an isolated molecule of C3H5Cl, with ωB97M-V/def2-TZVPD.

XYZ file:
```
9
Properties=species:S:1:pos:R:3:forces:R:3
H -1.433 0.625 1.269 -0.24 -0.86 -0.46
H -1.791 -0.862 0.075 0.16 1.05 0.74
Cl -0.808 1.204 -1.523 1.00 0.14 -0.09
H -0.565 -1.045 1.390 -0.93 1.60 -0.92
H 2.041 0.337 -1.319 -0.98 -0.03 -0.36
C 0.094 0.327 -0.345 -11.06 1.04 2.76
H 2.141 -0.396 0.231 -1.64 0.67 0.06
C -1.080 -0.258 0.698 3.79 -1.43 -0.96
C 1.401 0.068 -0.477 9.90 -2.18 -0.77
```
Forces are in eV/Å.

The spin multiplicity is 3. As for the total charge: 0. The calculation puts the relative energy (zero: lowest compared OMol25 entry of this formula, charge and spin) at 15.3 kcal/mol. Its LUMO energy (spin up / spin down) is 0.99 / -2.20 eV. The HOMO-LUMO gap (spin up / spin down) is 6.542 / 8.651 eV.

Mulliken atomic charge list, values in e, 2 entries: H 0.2900; H 0.3085

***

Computed, not measured: an isolated molecule of C3H8N2OS, with ωB97M-V/def2-TZVPD.

XYZ file:
```
15
Properties=species:S:1:pos:R:3:forces:R:3
S -2.575 0.616 -0.653 -0.16 -0.11 -0.08
H -1.088 0.094 1.946 0.15 -0.21 0.06
H -0.370 1.169 -1.298 0.62 0.08 0.26
N 2.190 -0.381 0.580 -0.89 -0.44 -0.52
H 1.833 0.226 1.298 0.68 0.07 0.48
H 3.129 -0.535 0.253 0.06 0.33 0.38
O 1.406 -1.531 -1.215 0.08 -0.21 0.20
H -2.556 1.921 -0.944 0.08 0.00 -0.01
H -0.356 1.240 1.151 0.18 0.01 0.17
C -0.225 -0.516 0.185 0.64 0.62 0.61
H -0.785 -1.449 0.290 0.07 0.04 0.19
H -0.766 -0.463 -1.834 -0.05 0.25 -0.18
C 1.209 -0.892 -0.194 0.11 -0.02 -0.85
N -0.230 0.269 1.432 -0.53 0.21 -0.23
C -0.816 0.231 -0.998 -1.04 -0.61 -0.48
```
Forces are in eV/Å.

As for the total charge: 0. The calculation puts the relative energy (zero: lowest compared OMol25 entry of this formula, charge and spin) at 9.0 kcal/mol. Its LUMO energy is 0.68 eV. The HOMO-LUMO gap is 9.983 eV.

Mulliken atomic charge list, values in e, 2 entries: S -0.2137; H 0.3191